Entry from OMol25: a 2-piece molecular cluster, Cl2H2Si overall (wB97M-V/def2-TZVPD).

The geometry in XYZ format:
```
5
Cl2H2Si wB97M-V/def2-TZVPD
Cl 2.91 -0.73 -0.46
H -1.51 1.73 0.65
Cl -2.37 -0.87 -0.22
H 1.87 -0.72 0.17
Si -0.90 0.60 -0.15
```

HOMO level = -9.1 eV
Charge = 0
Molecular weight = 101.0 g mol⁻¹

Entry from OMol25: C3H6O3Tb as an isolated structure (wB97M-V/def2-TZVPD).

The geometry in XYZ format:
```
13
C3H6O3Tb wB97M-V/def2-TZVPD
C -1.60 -0.38 0.13
H 3.20 -1.07 -0.09
O -1.74 -0.38 -1.36
C 1.61 -0.16 0.79
H -1.02 -0.79 -1.85
Tb 2.00 1.42 -1.89
H -0.54 0.36 1.82
C -0.64 0.58 0.75
O 2.55 -0.15 -0.14
H -0.58 1.77 0.78
H -1.29 -1.40 0.40
O 0.64 0.40 0.09
H -2.59 -0.20 0.57
```

HOMO level (alpha / beta) = -17.9 / -17.9 eV
Spin multiplicity = 8
Charge = +2
⟨S²⟩ = 15.77
Molecular weight = 249.0 g mol⁻¹

Entry from OMol25: a 2-piece molecular cluster, C19H19N7O overall (wB97M-V/def2-TZVPD).

The geometry in XYZ format:
```
46
C19H19N7O wB97M-V/def2-TZVPD
C -3.00 1.40 3.99
H 5.32 -2.68 0.74
C 4.64 -1.88 0.44
N -1.59 1.71 -4.32
C 0.07 -2.18 -2.89
H 0.96 1.24 2.30
C -0.37 -0.07 -2.58
O -1.71 -1.61 1.38
N 0.25 -1.14 -2.02
H 4.66 1.33 -0.80
C -4.07 -0.21 2.44
H 0.71 2.53 3.51
C 2.89 0.21 -0.30
H -4.37 -0.95 3.20
H -1.37 2.51 4.99
C 2.38 -0.99 0.23
H 0.44 -3.18 -2.67
C -1.75 1.87 4.21
H -4.92 0.47 2.28
H -1.80 -0.91 -6.26
N -0.92 1.29 3.26
C 4.27 0.38 -0.42
N -2.93 0.53 2.91
H 6.21 -0.53 -0.17
C -1.12 2.02 -3.09
C -1.49 0.44 -4.75
H 0.97 0.84 4.04
N -1.92 0.05 -5.96
H 2.18 0.98 -0.64
C 0.07 -0.17 0.71
H -2.31 0.74 -6.59
C -0.90 -0.52 -3.88
H -3.83 -0.73 1.51
C 3.26 -2.05 0.56
N -0.51 1.19 -2.20
C -1.65 0.48 2.45
H 0.59 -2.21 0.33
N -0.59 -1.83 -4.04
C 5.14 -0.66 -0.05
H 0.15 0.84 0.31
H -3.93 1.57 4.52
H -1.24 3.06 -2.76
C 0.51 1.48 3.27
H 2.83 -2.99 0.94
C 0.94 -1.17 0.40
C -1.14 -0.51 1.49
```

HOMO level = -6.0 eV
Charge = 0
Molecular weight = 361.4 g mol⁻¹

Entry from OMol25: an isolated molecule of C23H36N4O2 (wB97M-V/def2-TZVPD).

The geometry in XYZ format:
```
65
C23H36N4O2 wB97M-V/def2-TZVPD
H 7.06 1.87 1.23
N -4.67 -0.67 -0.86
H 0.14 -2.30 -0.12
O 5.83 1.59 -0.40
H -2.66 1.33 -0.87
H -1.72 0.49 -2.13
H 3.74 0.59 -0.20
C 1.84 -0.15 1.77
C 0.22 -1.49 0.60
H 0.03 0.04 -0.87
H 4.58 -2.35 -0.11
H -2.36 -1.41 1.50
H 6.65 -1.58 -0.78
H 8.25 1.76 -1.59
C -4.04 -1.47 0.16
H -8.19 -1.98 -0.08
H 6.98 3.16 0.00
H -6.93 -2.15 1.12
H 2.90 0.03 1.92
C 7.03 2.08 0.15
C 4.01 -1.51 0.28
C 1.16 1.15 1.31
C 2.54 -1.84 0.06
C 8.25 1.47 -0.53
H -3.73 -2.42 -0.28
C -5.59 1.60 -0.67
H -3.42 -1.22 -2.39
H -6.53 -2.31 -0.59
H -4.75 -1.67 0.97
H 6.67 -0.27 -2.00
C 4.39 -0.24 -0.49
C -0.49 -0.24 0.05
C 6.77 -0.50 -0.93
C -6.89 -0.30 0.02
H -0.79 1.82 0.68
C -0.33 0.91 1.06
C 8.14 -0.05 -0.42
H 9.16 1.83 -0.07
C -7.15 -1.77 0.12
H -4.69 2.02 -1.10
N -1.85 -0.56 -0.34
H 1.30 1.92 2.06
H 8.93 -0.54 -1.00
C -6.61 2.45 -0.32
C -7.77 1.95 0.24
H 1.63 1.49 0.38
C -7.90 0.58 0.39
C -2.43 0.34 -1.31
O 2.22 -2.67 -0.77
H 4.25 -1.39 1.34
H -6.50 3.52 -0.48
C -2.80 -0.77 0.74
C -3.71 -0.29 -1.87
H 8.25 -0.35 0.62
N 5.74 0.17 -0.14
N 1.62 -1.20 0.81
H 4.27 -0.40 -1.57
H -4.19 0.37 -2.60
H -0.81 0.64 2.00
H -0.22 -1.80 1.55
H -3.12 0.18 1.21
H -8.82 0.17 0.79
H -8.57 2.61 0.53
H 1.40 -0.46 2.73
C -5.69 0.22 -0.49
```

HOMO level = -7.7 eV
SMILES = Cc1ccccc1N1CCN([C@H]2CCCN(C(=O)CCN3CCCCO3)C2)CC1
Charge = 0
Molecular weight = 400.6 g mol⁻¹

Entry from OMol25: a 2-piece molecular cluster, C3H9NO2 overall (wB97M-V/def2-TZVPD).

The geometry in XYZ format:
```
15
C3H9NO2 wB97M-V/def2-TZVPD
H 2.19 1.43 0.16
H 0.16 0.51 0.71
C -0.11 0.58 -0.33
O 0.28 2.25 -1.99
N -0.91 -2.83 2.21
C 0.64 1.68 -1.01
H -1.38 -1.69 0.50
H 0.05 -0.40 -0.76
H -1.45 -2.18 2.76
H -2.09 -3.21 0.37
H -0.44 -3.08 0.13
H -1.15 0.91 -0.30
H -1.16 -3.75 2.56
C -1.22 -2.73 0.81
O 1.79 2.11 -0.40
```

HOMO level = -9.7 eV
SMILES = CC(=O)O.CN
Charge = 0
Molecular weight = 91.1 g mol⁻¹

Entry from OMol25: an isolated ion of composition C5H6N and charge +1 (wB97M-V/def2-TZVPD).

The geometry in XYZ format:
```
12
C5H6N wB97M-V/def2-TZVPD
H 2.03 1.25 0.50
H -1.48 1.83 -0.05
C -1.16 0.76 0.11
H 1.03 -1.66 0.15
H 1.66 0.31 -1.06
C -1.77 -0.42 -0.69
C 1.42 0.53 -0.10
C 0.07 0.24 0.21
H -1.70 -0.89 -1.61
H 1.28 -1.00 1.61
C 1.01 -0.78 0.62
N -2.37 -0.16 0.31
```

HOMO level = -16.4 eV
Charge = +1
Molecular weight = 80.1 g mol⁻¹

| no. | DFT total energy (Ha) |
| --- | --- |
| 1 | -1211.04840 |
| 2 | -1167.26510 |
| 3 | -1193.87655 |
| 4 | -1267.47253 |
| 5 | -324.92697 |
| 6 | -248.41433 |